Record 1
The following is a DFT calculation (ωB97M-V with the def2-TZVPD basis set) of a molecular structure, C56H70N12O3SSeTaTe at a distorted geometry.

Each line ends with the Mulliken spin population.
CARTESIAN COORDINATES (ANGSTROEM)
Ta  0.957  -0.066  -0.897  0.003
C  -4.033  0.779  -6.722  0.000
C  -2.676  0.129  -7.024  0.000
C  -2.068  0.774  -8.275  0.000
C  -2.905  -1.355  -7.311  0.000
C  -1.749  0.342  -5.829  -0.001
C  -1.239  -0.706  -5.073  0.001
C  -0.466  -0.419  -3.964  -0.002
Se  0.143  -1.822  -2.805  -0.002
C  -1.537  -2.173  -1.968  -0.002
C  -2.446  -3.057  -2.521  0.000
C  -3.639  -3.299  -1.858  0.000
C  -3.828  -2.668  -0.628  -0.001
C  -2.926  -1.791  -0.029  0.000
C  -1.757  -1.518  -0.765  -0.002
O  -0.807  -0.640  -0.369  0.000
C  -3.259  -1.174  1.335  -0.002
C  -3.791  0.248  1.134  -0.001
C  -4.337  -1.986  2.062  0.000
C  -2.030  -1.146  2.251  0.022
C  -4.719  -4.229  -2.404  0.000
C  -4.353  -4.778  -3.783  0.000
C  -4.908  -5.411  -1.444  0.000
C  -6.040  -3.458  -2.530  0.000
C  -0.143  0.882  -3.582  0.005
O  0.558  1.037  -2.441  0.009
C  -0.563  1.957  -4.378  -0.003
C  -1.387  1.632  -5.454  0.000
C  -0.175  3.432  -4.186  0.001
C  0.299  3.999  -5.535  0.000
C  -1.407  4.216  -3.718  0.000
C  0.969  3.668  -3.193  0.000
H  -4.716  0.641  -7.563  0.000
H  -4.486  0.333  -5.834  0.000
H  -3.931  1.849  -6.543  0.000
H  -2.710  0.596  -9.140  0.000
H  -1.958  1.853  -8.161  0.000
H  -1.082  0.358  -8.488  0.000
H  -3.562  -1.462  -8.175  0.000
H  -1.970  -1.872  -7.537  0.000
H  -3.382  -1.860  -6.469  0.000
H  -1.451  -1.736  -5.323  0.000
H  -2.213  -3.543  -3.458  0.000
H  -4.742  -2.885  -0.095  0.000
H  -4.694  0.242  0.520  0.000
H  -4.049  0.687  2.103  0.000
H  -3.055  0.882  0.647  0.000
H  -5.306  -1.927  1.566  0.000
H  -4.059  -3.037  2.160  0.000
H  -4.465  -1.577  3.065  0.000
H  -1.240  -0.509  1.859  -0.021
H  -2.322  -0.776  3.239  0.002
H  -1.621  -2.148  2.383  -0.001
H  -3.447  -5.385  -3.751  0.000
H  -5.162  -5.411  -4.150  0.000
H  -4.204  -3.975  -4.508  0.000
H  -3.980  -5.973  -1.333  0.000
H  -5.217  -5.075  -0.453  0.000
H  -5.677  -6.088  -1.823  0.000
H  -5.924  -2.592  -3.184  0.000
H  -6.814  -4.104  -2.950  0.000
H  -6.394  -3.101  -1.562  0.000
H  -1.766  2.453  -6.050  0.000
H  -0.466  3.959  -6.309  0.000
H  0.577  5.046  -5.404  0.000
H  1.176  3.458  -5.896  0.000
H  -2.227  4.130  -4.433  0.000
H  -1.752  3.856  -2.748  0.000
H  -1.155  5.275  -3.620  0.000
H  1.858  3.095  -3.463  0.000
H  1.232  4.729  -3.227  0.000
H  0.694  3.415  -2.174  0.000
N  4.459  1.168  -1.366  0.000
C  4.056  0.047  -2.033  -0.001
N  4.852  -0.607  -2.853  0.000
N  4.099  -1.635  -3.293  0.000
N  2.940  -1.611  -2.775  0.001
N  2.850  -0.528  -1.929  -0.006
C  3.612  1.964  -0.651  0.010
N  4.013  3.077  -0.060  -0.001
N  2.898  3.549  0.520  -0.002
N  1.905  2.773  0.305  0.006
N  2.311  1.726  -0.463  0.001
H  5.381  1.518  -1.563  0.000
S  -1.082  2.347  -0.256  0.001
C  -0.674  3.196  1.128  -0.006
N  -0.640  2.705  2.388  0.021
C  -0.412  3.783  3.349  0.009
C  0.277  4.817  2.455  -0.003
N  -0.307  4.489  1.159  -0.001
H  -1.202  1.893  2.589  -0.001
H  0.225  3.466  4.171  0.004
H  -1.360  4.161  3.745  0.000
H  1.359  4.660  2.426  -0.001
H  0.058  5.841  2.749  0.000
H  0.079  4.866  0.307  0.000
C  2.903  3.541  8.644  0.001
C  2.808  2.923  7.278  -0.004
C  1.685  2.214  6.886  0.011
C  1.595  1.622  5.626  -0.087
C  0.355  0.830  5.307  0.026
C  2.667  1.752  4.743  0.142
Te  2.652  0.896  2.744  0.448
N  1.551  -0.414  1.157  0.316
C  1.441  -1.720  1.037  0.015
O  1.375  -2.143  -0.179  0.027
C  1.312  -2.694  2.145  -0.031
C  0.900  -2.316  3.414  0.070
C  0.738  -3.267  4.407  0.015
C  0.997  -4.603  4.136  -0.003
C  1.411  -4.989  2.868  0.002
C  1.559  -4.038  1.872  -0.003
C  3.852  -0.737  3.347  0.006
C  3.683  -1.265  4.623  0.011
C  4.436  -2.350  5.042  -0.009
C  5.369  -2.903  4.180  0.022
C  5.554  -2.361  2.920  -0.009
C  4.809  -1.271  2.476  -0.037
C  5.074  -0.699  1.113  0.044
C  3.811  2.477  5.109  -0.044
C  5.006  2.627  4.207  0.070
C  3.858  3.045  6.376  0.018
H  1.940  3.530  9.153  0.000
H  3.244  4.575  8.583  0.000
H  3.616  2.999  9.268  0.000
H  0.852  2.114  7.574  0.000
H  0.444  -0.198  5.668  0.002
H  0.160  0.784  4.234  0.056
H  -0.520  1.268  5.789  0.000
H  0.676  -1.278  3.614  -0.070
H  0.405  -2.967  5.392  0.000
H  0.872  -5.347  4.913  0.000
H  1.611  -6.031  2.654  0.000
H  1.867  -4.320  0.873  0.001
H  2.956  -0.835  5.297  -0.007
H  4.287  -2.760  6.031  0.000
H  5.963  -3.752  4.493  0.001
H  6.298  -2.783  2.256  0.000
H  5.933  -1.180  0.649  -0.002
H  5.274  0.374  1.169  -0.008
H  4.220  -0.837  0.450  -0.012
H  4.738  2.804  3.164  -0.014
H  5.623  1.725  4.239  -0.006
H  5.621  3.466  4.530  0.003
H  4.740  3.608  6.662  0.005

The value obtained for the relative energy (zero: lowest compared OMol25 entry of this formula, charge and spin) is 43.7 kJ/mol. The calculation puts the HOMO energy (alpha / beta) at -7.69 / -8.09 eV. The calculation puts the frontier orbital gap (alpha / beta) at 0.2721 / 0.2450 hartree. As for the multiplicity: 2.

=====

Record 2
The following is a DFT calculation (ωB97M-V with the def2-TZVPD basis set) of 10 unconnected molecules or ions with the total composition C19H54F3O12S at a distorted geometry.

Each line ends with the Mulliken charge.
CARTESIAN COORDINATES (ANGSTROEM)
C  0.915  1.286  0.876  0.560
F  2.081  0.988  1.405  -0.212
F  -0.024  1.127  1.756  -0.209
F  1.004  2.496  0.310  -0.224
S  0.493  0.083  -0.612  1.053
O  1.505  0.243  -1.658  -0.665
O  0.533  -1.275  -0.065  -0.662
O  -0.852  0.486  -1.037  -0.647
C  -4.476  -1.817  1.864  -1.249
C  -5.971  -2.114  1.719  -0.004
O  -6.622  -1.022  1.047  -0.522
H  -3.934  -2.490  2.528  0.316
H  -4.364  -0.874  2.399  0.365
H  -3.856  -1.812  0.968  0.353
H  -6.430  -2.014  2.702  0.188
H  -6.211  -3.089  1.295  0.262
H  -6.019  -0.277  0.989  0.294
C  4.599  -3.827  4.916  -0.989
C  3.730  -2.869  4.045  -0.156
O  3.900  -3.072  2.673  -0.517
H  5.651  -3.560  5.017  0.280
H  4.339  -4.760  4.416  0.265
H  4.288  -3.862  5.960  0.312
H  3.746  -1.832  4.379  0.305
H  2.720  -3.153  4.343  0.187
H  3.044  -2.976  2.250  0.315
C  -7.674  5.646  -0.913  -0.997
C  -6.874  4.581  -1.709  -0.209
O  -5.946  3.990  -0.856  -0.501
H  -7.075  6.486  -0.560  0.249
H  -8.229  5.204  -0.086  0.288
H  -8.467  6.160  -1.456  0.343
H  -6.222  5.074  -2.430  0.261
H  -7.419  3.813  -2.257  0.243
H  -5.092  4.085  -1.285  0.321
C  -0.314  7.647  -0.994  -1.143
C  -1.667  7.001  -1.354  -0.074
O  -1.385  5.642  -1.497  -0.464
H  0.221  7.116  -0.207  0.343
H  -0.446  8.680  -0.674  0.323
H  0.307  7.499  -1.878  0.286
H  -2.073  7.385  -2.290  0.256
H  -2.397  7.316  -0.607  0.216
H  -0.707  5.279  -0.922  0.261
C  6.609  4.795  -2.014  -0.924
C  5.699  3.765  -1.348  -0.313
O  6.139  2.409  -1.681  -0.475
H  6.327  5.799  -1.697  0.310
H  6.576  4.661  -3.095  0.255
H  7.639  4.710  -1.667  0.311
H  4.701  3.843  -1.778  0.300
H  5.582  3.992  -0.288  0.258
H  6.966  2.417  -1.194  0.275
C  -4.374  0.479  -5.408  -0.998
C  -3.613  -0.805  -5.675  -0.281
O  -2.241  -0.625  -5.389  -0.463
H  -3.966  1.313  -5.979  0.279
H  -4.440  0.569  -4.324  0.303
H  -5.363  0.564  -5.858  0.355
H  -3.539  -0.743  -6.760  0.240
H  -4.172  -1.697  -5.394  0.254
H  -2.164  -0.388  -4.462  0.312
C  -0.358  -6.556  3.766  -0.899
C  -0.625  -6.082  5.231  -0.257
O  -1.355  -7.004  5.876  -0.521
H  0.168  -7.508  3.709  0.325
H  0.247  -5.783  3.291  0.279
H  -1.315  -6.523  3.244  0.250
H  -1.209  -5.163  5.282  0.261
H  0.310  -6.023  5.788  0.256
H  -0.795  -7.754  6.091  0.306
C  8.291  0.207  2.602  -0.960
C  9.185  1.241  2.086  -0.274
O  9.702  1.092  0.787  -0.505
H  8.751  -0.781  2.607  0.288
H  7.467  0.133  1.892  0.265
H  8.055  0.438  3.641  0.299
H  9.925  1.427  2.865  0.366
H  8.626  2.176  2.032  0.217
H  10.639  1.266  0.903  0.308
C  -2.445  -5.595  -2.528  -0.930
C  -2.306  -6.360  -3.781  -0.194
O  -1.323  -5.758  -4.590  -0.507
H  -3.457  -5.705  -2.140  0.271
H  -2.260  -4.523  -2.602  0.327
H  -1.730  -5.952  -1.786  0.240
H  -3.197  -6.316  -4.408  0.223
H  -2.074  -7.425  -3.772  0.285
H  -1.616  -4.844  -4.586  0.287

Its net charge is -1. The calculation puts the HOMO energy at -5.49 eV. The calculation puts the frontier orbital gap at 0.2808 hartree. As for the multiplicity: 1.

=====

Record 3
The following is a DFT calculation (ωB97M-V with the def2-TZVPD basis set) of a molecular structure, C49H45N7O2P2TeTi at a distorted geometry.

Each line ends with the Mulliken spin population.
CARTESIAN COORDINATES (ANGSTROEM)
Ti  0.168  0.120  -0.282  1.050
C  -1.351  2.203  1.517  -0.018
N  -1.569  0.761  1.325  -0.048
C  -1.363  0.038  2.606  0.027
C  -1.763  -1.417  2.512  0.039
C  -2.510  -2.004  3.525  0.003
C  -2.814  -3.353  3.435  0.000
C  -2.369  -4.067  2.338  0.002
C  -1.658  -3.385  1.355  0.008
N  -1.376  -2.090  1.436  -0.039
C  -2.921  0.478  0.768  0.039
C  -2.844  -0.207  -0.568  0.204
C  -3.972  -0.668  -1.194  -0.142
C  -3.927  -1.134  -2.509  0.284
C  -2.696  -1.030  -3.171  -0.093
C  -1.596  -0.589  -2.501  0.298
N  -1.589  -0.240  -1.152  0.006
C  0.105  2.583  1.486  0.082
C  0.592  3.711  2.125  -0.007
C  1.913  4.071  1.932  0.019
C  2.698  3.305  1.104  -0.005
C  2.139  2.182  0.510  0.084
N  0.869  1.813  0.719  -0.011
H  -1.816  2.551  2.442  -0.003
H  -1.829  2.717  0.688  0.001
H  -1.950  0.496  3.407  0.003
H  -0.308  0.125  2.861  -0.017
H  -2.824  -1.415  4.379  0.001
H  -3.393  -3.837  4.213  0.000
H  -2.568  -5.127  2.227  0.000
H  -1.297  -3.905  0.469  0.002
H  -3.457  1.420  0.659  0.020
H  -3.503  -0.122  1.461  0.007
H  -4.912  -0.644  -0.648  -0.003
H  -4.812  -1.511  -3.007  0.027
H  -2.589  -1.316  -4.210  -0.001
H  -0.646  -0.514  -3.001  -0.016
H  -0.072  4.302  2.745  0.000
H  2.320  4.950  2.421  0.001
H  3.734  3.549  0.903  0.000
H  2.712  1.580  -0.172  -0.013
N  -1.005  2.732  -1.919  0.029
N  -0.024  2.575  -2.910  0.000
C  1.177  1.918  -2.633  0.023
O  2.166  2.211  -3.283  0.012
O  1.115  0.956  -1.747  -0.047
H  -1.918  2.615  -2.334  0.003
H  -0.945  3.656  -1.510  0.003
H  0.134  3.362  -3.516  0.001
Te  2.151  -4.690  0.511  0.001
C  4.009  -5.192  -0.360  -0.001
C  5.203  -4.718  0.171  0.000
C  6.391  -5.002  -0.487  0.000
N  6.466  -5.722  -1.615  0.000
C  5.312  -6.182  -2.108  0.000
C  4.071  -5.946  -1.523  0.000
C  2.203  -2.644  0.144  -0.028
P  1.826  -1.483  1.460  0.117
C  2.020  -2.465  3.029  0.016
C  0.967  -2.827  3.862  -0.008
C  1.167  -3.667  4.959  0.000
C  2.434  -4.146  5.242  0.000
C  3.504  -3.770  4.434  0.000
C  3.297  -2.943  3.345  0.003
C  3.324  -0.416  1.772  -0.020
C  4.388  -0.354  0.884  0.005
C  5.479  0.482  1.135  0.001
C  5.516  1.259  2.286  -0.001
C  4.451  1.205  3.186  0.002
C  3.366  0.381  2.922  0.001
P  1.370  -2.029  -1.319  0.055
C  0.472  -3.394  -2.165  -0.028
C  -0.852  -3.628  -1.807  0.009
C  -1.576  -4.685  -2.350  0.010
C  -0.972  -5.528  -3.274  0.006
C  0.351  -5.304  -3.644  0.003
C  1.066  -4.245  -3.095  -0.002
C  2.706  -1.731  -2.559  0.014
C  3.994  -2.215  -2.349  -0.005
C  4.974  -2.089  -3.333  0.001
C  4.674  -1.465  -4.537  -0.001
C  3.390  -0.978  -4.756  0.001
C  2.418  -1.119  -3.777  -0.001
H  5.211  -4.124  1.078  0.000
H  7.333  -4.636  -0.088  0.000
H  5.378  -6.759  -3.027  0.000
H  3.169  -6.335  -1.983  0.000
H  -0.026  -2.461  3.673  0.006
H  0.326  -3.942  5.586  0.000
H  2.593  -4.803  6.089  0.000
H  4.502  -4.132  4.651  0.000
H  4.137  -2.658  2.722  -0.001
H  4.360  -0.966  -0.011  0.002
H  6.302  0.516  0.430  0.000
H  6.369  1.896  2.488  0.000
H  4.473  1.805  4.090  0.000
H  2.546  0.337  3.633  0.000
H  -1.331  -2.972  -1.087  0.017
H  -2.609  -4.842  -2.057  0.010
H  -1.530  -6.350  -3.711  0.000
H  0.833  -5.960  -4.363  0.000
H  2.097  -4.088  -3.393  0.000
H  4.218  -2.715  -1.413  -0.003
H  5.967  -2.488  -3.156  0.000
H  5.433  -1.360  -5.303  0.000
H  3.148  -0.476  -5.685  0.000
H  1.420  -0.746  -3.974  -0.001

The value obtained for the relative energy (zero: lowest compared OMol25 entry of this formula, charge and spin) is 0.0 kJ/mol. The calculation puts the HOMO energy (alpha / beta) at -5.13 / -6.56 eV. The calculation puts the frontier orbital gap (alpha / beta) at 0.1879 / 0.2404 hartree. As for the multiplicity: 3.

=====

Record 4
The following is a DFT calculation (ωB97M-V with the def2-TZVPD basis set) of a single C8H10Br2O6 molecule at a distorted geometry.

Each line ends with the Mulliken charge.
CARTESIAN COORDINATES (ANGSTROEM)
C  -2.535  0.062  -0.593  -0.491
C  -2.515  -0.955  -1.819  0.566
O  -3.590  -1.123  -2.445  -0.552
O  -1.386  -1.692  -2.291  -0.306
C  -0.197  -1.416  -1.551  0.503
O  -0.020  -1.870  -0.408  -0.422
C  0.917  -0.528  -2.330  -0.281
O  1.724  0.274  -1.440  -0.284
C  1.022  1.404  -0.968  0.637
O  0.172  2.050  -1.602  -0.477
O  1.368  1.838  0.357  -0.220
C  0.480  1.181  1.301  0.598
Br  -0.892  2.533  1.847  -0.144
C  1.211  0.629  2.615  -0.229
C  1.588  -0.922  2.322  -0.817
Br  2.913  1.559  3.034  -0.123
H  -2.050  1.037  -0.958  0.154
H  -3.636  0.291  -0.346  0.316
H  -2.035  -0.368  0.340  0.219
H  1.623  -1.305  -2.810  0.322
H  0.402  0.049  -3.164  0.305
H  -0.065  0.357  0.734  -0.501
H  0.494  0.703  3.493  0.435
H  1.841  -0.972  1.197  0.155
H  0.673  -1.559  2.556  0.254
H  2.493  -1.258  2.929  0.384

The value obtained for the relative energy (zero: lowest compared OMol25 entry of this formula, charge and spin) is 234.4 kJ/mol. The calculation puts the HOMO energy at -10.40 eV. The SMILES is CC(=O)OC(=O)COC(=O)O[C@H](Br)[C@@H](C)Br. The calculation puts the frontier orbital gap at 0.3706 hartree. As for the multiplicity: 1.